{
  "formula": "C64H53N2O9",
  "method": "ωB97M-V/def2-TZVPD",
  "charge": 1,
  "energy_ha": -3257.00409,
  "elements": ["C", "C", "O", "C", "C", "C", "C", "C", "N", "C", "N", "H", "H", "H", "H", "H", "H", "H", "H", "H", "H", "H", "H", "H", "H", "H", "H", "H", "H", "H", "H", "H", "C", "C", "C", "C", "C", "C", "C", "O", "C", "C", "C", "C", "C", "C", "C", "O", "H", "H", "H", "H", "H", "H", "H", "H", "C", "C", "C", "C", "C", "C", "C", "O", "C", "C", "C", "C", "C", "C", "C", "O", "H", "H", "H", "H", "H", "H", "H", "H", "C", "C", "C", "C", "C", "C", "C", "O", "C", "C", "C", "C", "C", "C", "C", "O", "H", "H", "H", "H", "H", "H", "H", "H", "C", "C", "C", "C", "C", "C", "C", "O", "C", "C", "C", "C", "C", "C", "C", "O", "H", "H", "H", "H", "H", "H", "H", "H"],
  "coordinates": [[-0.783, -6.589, -2.201], [0.824, -6.932, -2.499], [1.407, -5.774, -3.194], [2.877, -5.775, -3.147], [3.500, -4.998, -1.810], [3.169, -3.402, -1.982], [3.499, -2.476, -0.669], [2.519, -2.724, 0.622], [1.108, -2.202, 0.467], [0.141, -3.239, -0.130], [-0.515, -2.573, -1.353], [-1.203, -7.139, -1.257], [-1.366, -6.874, -3.199], [-0.824, -5.405, -2.115], [0.812, -7.835, -3.252], [1.323, -7.170, -1.467], [3.241, -5.136, -4.084], [3.364, -6.843, -3.289], [3.136, -5.479, -0.807], [4.683, -5.139, -1.881], [3.884, -3.008, -2.853], [2.064, -3.245, -2.396], [3.449, -1.343, -1.043], [4.625, -2.678, -0.349], [2.984, -2.149, 1.558], [2.454, -3.863, 0.964], [1.032, -1.308, -0.090], [0.735, -2.023, 1.448], [-0.655, -3.537, 0.697], [0.731, -4.228, -0.426], [-1.551, -2.488, -1.157], [-0.424, -3.262, -2.150], [-2.680, 0.154, 1.134], [-3.682, 1.110, 1.301], [-4.491, 1.082, 2.438], [-4.306, 0.087, 3.406], [-3.320, -0.883, 3.227], [-2.498, -0.843, 2.094], [-3.149, -1.966, 4.217], [-2.281, -2.816, 4.062], [-4.043, -2.013, 5.391], [-3.929, -3.067, 6.307], [-4.762, -3.113, 7.428], [-5.702, -2.104, 7.640], [-5.821, -1.056, 6.726], [-4.996, -1.016, 5.594], [-5.154, 0.077, 4.614], [-5.983, 0.961, 4.798], [-2.044, 0.181, 0.252], [-3.832, 1.879, 0.547], [-5.267, 1.835, 2.565], [-1.718, -1.589, 1.954], [-3.196, -3.857, 6.150], [-4.676, -3.934, 8.135], [-6.346, -2.136, 8.517], [-6.560, -0.275, 6.896], [-2.756, 5.910, -6.384], [-1.828, 6.770, -5.796], [-0.902, 6.274, -4.877], [-0.912, 4.917, -4.534], [-1.856, 4.063, -5.103], [-2.773, 4.558, -6.039], [-1.908, 2.639, -4.711], [-2.735, 1.887, -5.213], [-0.956, 2.137, -3.700], [-1.032, 0.804, -3.277], [-0.127, 0.317, -2.331], [0.859, 1.156, -1.813], [0.934, 2.486, -2.229], [0.017, 2.980, -3.167], [0.082, 4.398, -3.573], [0.946, 5.137, -3.115], [-3.471, 6.295, -7.108], [-1.823, 7.826, -6.056], [-0.177, 6.950, -4.426], [-3.504, 3.895, -6.497], [-1.798, 0.141, -3.679], [-0.191, -0.717, -2.000], [1.569, 0.776, -1.082], [1.704, 3.137, -1.817], [-5.429, 13.640, -1.801], [-5.153, 13.184, -3.090], [-4.736, 11.867, -3.289], [-4.582, 11.007, -2.195], [-4.834, 11.471, -0.905], [-5.270, 12.788, -0.708], [-4.628, 10.587, 0.261], [-4.852, 10.993, 1.395], [-4.138, 9.211, 0.042], [-3.883, 8.382, 1.141], [-3.433, 7.075, 0.942], [-3.246, 6.591, -0.352], [-3.494, 7.417, -1.449], [-3.932, 8.733, -1.251], [-4.157, 9.610, -2.417], [-3.989, 9.187, -3.555], [-5.763, 14.664, -1.647], [-5.264, 13.852, -3.941], [-4.527, 11.515, -4.298], [-5.482, 13.153, 0.295], [-4.030, 8.751, 2.155], [-3.230, 6.434, 1.798], [-2.902, 5.571, -0.508], [-3.341, 7.033, -2.457], [5.092, -9.955, 2.559], [4.434, -9.115, 1.661], [4.977, -7.870, 1.343], [6.177, -7.457, 1.935], [6.822, -8.286, 2.851], [6.285, -9.543, 3.155], [8.062, -7.840, 3.519], [8.632, -8.569, 4.321], [8.601, -6.500, 3.212], [9.743, -6.041, 3.881], [10.267, -4.780, 3.587], [9.658, -3.980, 2.621], [8.517, -4.432, 1.957], [7.981, -5.690, 2.261], [6.753, -6.145, 1.579], [6.215, -5.440, 0.733], [4.673, -10.930, 2.799], [3.497, -9.431, 1.206], [4.460, -7.221, 0.637], [6.790, -10.202, 3.859], [10.226, -6.661, 4.634], [11.151, -4.424, 4.111], [10.070, -3.000, 2.386], [8.044, -3.799, 1.207]],
  "atomic_forces_ev_per_a": [[1.0, 0.6, -1.4], [-1.8, -0.4, 0.0], [1.2, -1.3, 1.4], [1.2, 0.8, -0.4], [0.4, -0.1, -1.2], [0.3, 0.0, -0.5], [0.0, 0.0, -0.7], [2.7, -0.2, 1.2], [-0.8, -0.4, 1.0], [-1.5, -1.3, -1.1], [-0.4, -2.8, 1.5], [0.8, 1.1, -1.9], [1.0, 0.6, 2.4], [-0.2, -2.5, 0.1], [0.5, 1.5, 1.8], [-0.5, 0.4, -2.1], [-0.9, -1.4, 2.0], [-1.3, 2.0, 0.5], [0.5, 1.0, -1.8], [-2.6, 0.3, 0.4], [-1.6, -0.8, 1.9], [2.3, -0.3, 1.1], [0.0, -2.3, 1.1], [-2.5, 0.3, -0.4], [-1.0, -1.2, -2.1], [0.1, 2.5, -1.0], [0.2, -1.1, 0.5], [0.7, 0.1, -1.5], [1.8, 0.8, -1.7], [-1.1, 2.4, 0.6], [1.5, -0.1, -0.4], [-0.1, 1.1, 1.0], [0.0, -0.3, 0.3], [-0.2, 0.0, 0.3], [0.2, 0.0, -0.3], [0.3, 0.2, -0.7], [0.2, 0.2, -0.5], [-0.2, 0.4, -0.3], [0.7, -0.9, 0.1], [-0.2, 0.4, -0.1], [-0.1, -0.3, 0.4], [-0.2, 0.0, 0.3], [0.2, 0.1, -0.3], [0.1, 0.2, -0.3], [0.0, -0.2, 0.2], [-0.2, -0.2, 0.5], [-1.3, 1.1, 0.5], [0.7, -0.6, -0.2], [-0.1, 0.0, 0.1], [0.0, -0.1, 0.2], [0.2, -0.3, 0.1], [-0.2, 0.0, 0.2], [-0.1, 0.3, -0.1], [0.0, 0.2, -0.2], [0.1, 0.0, -0.2], [0.2, -0.1, -0.2], [0.1, -0.3, 0.2], [0.2, -0.2, 0.2], [-0.2, 0.1, -0.2], [-0.2, 0.4, -0.2], [-0.2, 0.4, -0.3], [0.0, 0.3, -0.1], [-1.2, -0.6, -0.9], [0.6, 0.3, 0.4], [0.3, -0.6, 0.5], [0.2, 0.0, 0.3], [-0.2, 0.3, -0.3], [-0.3, 0.4, -0.3], [0.1, -0.3, 0.2], [0.2, -0.7, 0.4], [1.0, 1.3, 0.4], [-0.5, -0.6, -0.2], [0.1, -0.1, 0.2], [0.0, -0.2, 0.1], [-0.1, -0.3, 0.0], [0.2, 0.0, 0.2], [0.1, 0.3, -0.1], [0.0, 0.5, -0.3], [0.0, 0.1, -0.1], [-0.3, 0.0, -0.2], [0.1, -0.3, 0.2], [0.1, -0.4, 0.1], [-0.1, 0.3, 0.0], [-0.1, 0.5, -0.2], [-0.2, 0.6, -0.2], [0.0, 0.2, -0.2], [-0.3, 0.6, 1.4], [0.2, -0.3, -0.7], [0.2, -0.6, 0.2], [0.1, -0.3, 0.0], [-0.1, 0.4, -0.1], [-0.1, 0.3, -0.2], [0.1, -0.2, 0.3], [0.2, -0.6, 0.3], [0.2, -0.4, -1.4], [-0.1, 0.2, 0.6], [0.1, -0.2, 0.0], [0.0, -0.1, 0.2], [0.0, -0.1, 0.3], [0.1, -0.2, -0.2], [0.0, 0.1, -0.3], [0.0, 0.1, -0.1], [0.0, 0.2, 0.0], [-0.1, 0.3, 0.2], [0.3, 0.2, 0.1], [0.2, 0.3, 0.0], [-0.1, -0.3, 0.1], [-0.4, -0.4, -0.1], [-0.5, -0.5, -0.1], [-0.3, -0.1, -0.1], [0.8, -0.9, 1.1], [-0.4, 0.5, -0.6], [0.5, 0.5, 0.1], [0.1, 0.3, -0.1], [-0.2, -0.3, 0.0], [-0.3, -0.2, -0.1], [0.3, 0.1, 0.2], [0.4, 0.4, 0.0], [-0.4, 0.7, -0.8], [0.1, -0.2, 0.3], [0.1, 0.2, 0.0], [0.2, 0.0, 0.1], [0.3, -0.1, 0.2], [0.0, 0.3, -0.1], [-0.2, 0.0, -0.2], [-0.2, -0.1, -0.1], [-0.1, -0.2, 0.0], [0.0, -0.3, 0.2]]
}